[1]
Below is a 7-piece molecular cluster, C30H62N8O9 overall, with properties calculated with ωB97M-V with the def2-TZVPD basis set.

Geometry as XYZ:
```
109
Properties=species:S:1:pos:R:3:forces:R:3
C -4.79198 2.81162 -1.84619 0.30 0.45 -0.36
C -3.96288 2.33725 -2.57433 0.31 -0.05 0.53
C -2.87338 1.63471 -3.27472 -0.67 -0.32 -0.31
O -2.02781 0.92354 -2.39773 0.09 0.25 0.17
C -0.74484 1.46469 -2.13085 0.28 0.01 0.05
C -0.67403 2.95900 -1.85401 0.23 -0.14 0.16
O -1.49040 3.35291 -0.77790 0.01 0.06 -0.40
C -1.39459 4.74427 -0.50429 -0.08 0.20 0.16
C -2.55936 5.57265 -1.03076 0.24 0.43 -0.08
C -2.47577 5.95840 -2.51882 -0.18 -0.25 0.27
C -1.38568 6.98584 -2.76991 0.06 0.20 0.14
N -0.14526 6.58100 -3.29679 -0.57 -0.28 -0.02
O -1.58898 8.14659 -2.50011 0.01 0.02 -0.23
C 0.33022 1.12859 -3.21211 0.14 -0.02 0.20
C -0.13687 0.26480 -4.37032 -0.28 0.19 -0.17
C -0.57415 0.95862 -5.64452 0.46 0.41 0.18
N -0.17894 -0.99999 -4.31642 0.14 0.03 0.14
H -5.38711 3.45516 -1.24302 -0.26 -0.28 0.03
H -2.33715 2.31369 -3.93993 0.08 0.09 0.09
H -3.35376 0.89163 -3.91918 0.17 -0.02 -0.05
H -0.42498 0.97327 -1.21092 -0.22 -0.09 0.02
H -0.86789 3.51736 -2.78082 -0.23 0.07 0.06
H 0.37489 3.15775 -1.58642 0.03 0.00 -0.15
H -0.46157 5.16353 -0.90407 0.07 -0.14 -0.01
H -1.32097 4.86153 0.57916 -0.15 -0.14 0.02
H -2.54623 6.51769 -0.47707 -0.06 -0.03 0.03
H -3.52131 5.10852 -0.82830 0.09 -0.25 0.07
H -2.40623 5.08612 -3.17112 0.15 -0.04 0.07
H -3.40974 6.46221 -2.76865 0.05 0.05 -0.09
H -0.01819 6.98515 -4.22002 0.45 0.20 0.05
H -0.04095 5.57546 -3.31894 -0.09 0.02 -0.32
H 0.78176 2.05974 -3.56526 -0.10 -0.03 -0.23
H 1.12473 0.57916 -2.70537 -0.02 -0.01 0.01
H -0.21774 1.99225 -5.65802 -0.05 -0.02 -0.01
H -1.65855 0.99250 -5.72705 -0.03 -0.21 -0.10
H -0.13928 0.46586 -6.51182 -0.20 -0.17 -0.02
H 0.13703 -1.30774 -3.39289 0.01 -0.11 -0.04
C 2.12424 -3.13634 0.05434 0.08 0.03 -0.09
C 1.20170 -2.06659 -0.47840 -0.06 0.02 -0.03
O 1.37958 -1.55170 -1.57992 0.03 -0.01 0.02
N 0.16557 -1.69528 0.30239 0.12 -0.07 0.01
C -0.17663 -2.19976 1.62370 -0.21 0.25 -0.30
H 2.89954 -3.32247 -0.68316 -0.03 0.04 -0.04
H 2.59027 -2.81465 0.98684 -0.05 -0.08 0.05
H 1.57674 -4.06161 0.23383 0.02 0.00 0.09
H -0.42450 -0.98774 -0.10852 -0.05 -0.04 0.00
H -1.17578 -2.63716 1.60303 0.02 -0.04 0.08
H -0.16971 -1.38010 2.34215 0.01 -0.08 0.10
H 0.52883 -2.94970 1.95311 0.02 -0.01 0.06
C 3.36502 -4.60414 4.79739 -0.09 0.02 -0.08
C 2.59864 -3.39781 4.31583 -0.09 -0.01 0.00
O 1.40846 -3.44678 4.03228 0.11 -0.05 0.03
N 3.27886 -2.22617 4.20146 0.07 -0.09 -0.01
C 4.67891 -1.97084 4.48571 -0.22 0.18 -0.09
H 2.69655 -5.45709 4.84057 -0.01 0.01 0.05
H 4.18307 -4.83274 4.11262 0.07 0.01 0.08
H 3.76410 -4.42985 5.79671 0.08 -0.06 -0.02
H 2.71055 -1.45742 3.88202 0.00 0.01 0.03
H 4.77113 -1.21254 5.26473 0.09 -0.03 0.03
H 5.18458 -1.60992 3.58860 0.08 -0.03 0.03
H 5.17183 -2.87598 4.82215 -0.01 -0.02 0.00
C 4.98756 -2.16694 -6.81665 0.02 0.02 -0.05
C 3.91924 -1.14349 -6.50515 -0.08 0.09 0.00
O 3.75640 -0.15096 -7.19936 0.04 -0.03 -0.01
N 3.14165 -1.36760 -5.41794 0.22 -0.03 -0.09
C 3.18357 -2.47502 -4.48247 -0.25 0.27 0.04
H 5.51925 -1.84726 -7.70756 -0.04 0.05 0.00
H 5.69663 -2.24842 -5.99198 -0.02 -0.08 0.01
H 4.54248 -3.14500 -7.00271 0.04 -0.03 0.07
H 2.44315 -0.65678 -5.26416 -0.09 -0.08 0.00
H 2.21969 -2.98622 -4.48704 0.04 -0.09 0.09
H 3.36604 -2.09191 -3.47755 -0.03 -0.15 0.06
H 3.96191 -3.18708 -4.73749 0.03 0.05 -0.10
C 0.94573 10.51927 -7.00346 -0.04 -0.03 -0.04
C 1.27575 9.20041 -6.34716 -0.02 -0.05 0.04
O 0.59418 8.20237 -6.52776 -0.05 -0.07 0.13
N 2.36529 9.15904 -5.53814 -0.03 0.09 -0.09
C 3.27860 10.23524 -5.20531 -0.01 -0.28 0.10
H 0.05576 10.38681 -7.61043 0.00 -0.06 0.02
H 0.74942 11.28445 -6.25180 0.06 0.04 -0.03
H 1.76458 10.84772 -7.64453 0.00 0.07 0.04
H 2.53083 8.25295 -5.12917 0.01 0.01 0.02
H 4.29288 9.97517 -5.51266 0.02 0.09 -0.01
H 3.27546 10.40909 -4.12817 0.02 0.09 -0.02
H 2.98900 11.15271 -5.70552 -0.02 0.00 -0.01
C -0.03420 -5.80611 6.23292 0.05 -0.10 -0.03
C 0.77077 -6.54411 7.27477 0.08 -0.08 -0.04
O 1.89709 -6.96800 7.05103 -0.03 0.08 -0.04
N 0.19335 -6.72690 8.48951 -0.05 0.11 -0.08
C -1.12484 -6.29755 8.91918 0.32 -0.13 0.26
H 0.54854 -5.73784 5.32102 0.02 0.03 0.01
H -0.96314 -6.33786 6.02047 -0.07 0.10 0.07
H -0.26359 -4.79568 6.57266 -0.10 0.00 -0.05
H 0.77295 -7.22940 9.14260 0.00 -0.01 0.00
H -1.03388 -5.62884 9.77911 -0.08 0.03 -0.03
H -1.72123 -7.16296 9.20670 -0.12 0.06 -0.05
H -1.64071 -5.78087 8.12046 -0.04 -0.05 -0.03
C -5.54015 -5.76988 6.19203 0.05 0.00 -0.03
C -4.81655 -6.50031 7.29807 0.06 -0.05 -0.02
O -3.68177 -6.92847 7.15593 -0.04 0.03 -0.02
N -5.47725 -6.66952 8.47359 -0.06 0.08 -0.08
C -6.81642 -6.23387 8.82281 0.22 -0.16 0.15
H -4.88434 -5.71861 5.32864 0.04 -0.03 0.03
H -6.45133 -6.29913 5.91143 -0.04 0.07 0.01
H -5.79637 -4.75588 6.50116 -0.08 -0.02 -0.02
H -4.94269 -7.16670 9.16825 -0.01 -0.01 0.00
H -6.78017 -5.55760 9.67832 -0.08 0.04 -0.03
H -7.43412 -7.09378 9.08633 -0.08 0.05 -0.03
H -7.28035 -5.71581 7.99086 0.01 0.00 -0.02
```
Positions in Å, forces in eV/Å.

Values from the calculation:
SMILES string: [H]/N=C(/C)C[C@@H](COCCCC(N)=O)OCC#C.CNC(C)=O.CNC(C)=O.CNC(C)=O.CNC(C)=O.CNC(C)=O.CNC(C)=O
HOMO-LUMO gap, eV: 9.4


[2]
Below is a 5-piece molecular cluster, C30H63BFNO20PS5 overall at a distorted geometry, with properties calculated with ωB97M-V with the def2-TZVPD basis set.

Geometry as XYZ:
```
122
Properties=species:S:1:pos:R:3:forces:R:3
C 5.06165 1.13471 0.89457 0.20 -0.37 0.02
C 4.12493 1.09422 -0.48590 0.49 -0.36 2.09
O 4.10360 2.46565 -1.01698 -0.05 -1.92 -2.78
C 3.99953 2.49148 -2.48943 2.25 0.59 0.67
O 2.78629 3.24015 -2.85289 -2.67 -3.23 -0.32
C 1.68052 2.35420 -3.24767 0.54 -1.52 -6.43
O 1.66097 1.92993 -4.53834 -0.66 2.62 8.93
C 0.43109 1.86468 -2.29976 -3.65 -1.32 3.06
C 0.22284 0.29116 -1.90076 -0.97 3.02 0.29
C 1.34552 -0.78858 -2.47582 -1.17 -0.72 1.08
C 0.67248 -1.60064 -3.73030 -0.58 -0.64 -0.47
C 1.44018 -3.04567 -4.05390 0.81 0.40 1.11
C 0.79066 -4.30859 -3.18451 -0.49 1.08 -0.93
O 1.53392 -4.51970 -1.92659 -2.26 -0.15 -0.59
C 0.67530 -5.06385 -0.86130 -0.35 -0.27 0.96
C -1.07049 -0.12745 -0.99682 1.37 1.87 -1.52
C -1.26644 -1.74061 -0.60155 -0.08 0.29 0.08
N -2.08769 0.91816 -0.50562 2.94 0.68 -2.14
B -3.24586 0.34294 0.28718 -3.44 -1.60 2.39
O -3.29838 0.60724 1.75590 1.90 0.53 -4.12
O -4.32436 -0.51914 -0.30547 3.94 1.24 2.78
C -4.54242 -1.60075 0.69234 -0.52 -1.43 1.75
C -2.01020 2.40334 -0.76561 5.13 -2.11 -2.20
P -3.18534 3.76483 -0.17768 -2.94 3.63 -0.94
O -2.37730 5.27738 0.29477 -0.76 -4.74 1.92
O -4.26763 3.41922 1.11904 3.21 0.50 -0.74
S -4.28101 4.27740 -1.75138 1.39 -1.14 1.59
C -0.72933 2.91766 -1.71340 0.30 -1.84 0.23
C -0.50238 4.49546 -2.16916 -0.32 -0.25 -0.54
C 0.72365 5.19894 -1.34052 1.27 0.29 -0.39
F 0.31669 6.36990 -0.52201 0.59 -2.84 -1.64
H 6.09113 0.56363 0.72111 -2.33 1.20 0.36
H 5.33453 2.23596 1.19414 -0.74 -2.10 -0.75
H 4.48810 0.63200 1.80347 1.28 1.04 -1.98
H 3.03549 0.82197 -0.14732 1.92 0.27 -0.88
H 4.58616 0.29082 -1.21287 -1.07 1.77 1.20
H 4.09184 1.44138 -2.99890 -0.55 1.85 1.12
H 4.91993 3.13559 -2.89439 -2.29 -1.22 0.89
H 1.52452 -1.56904 -1.59645 -0.31 1.60 -1.87
H 2.39174 -0.30722 -2.69602 -2.29 -0.63 0.29
H 0.60891 -0.96717 -4.72900 0.29 -1.06 2.32
H -0.44727 -1.84384 -3.40618 2.28 0.55 -0.77
H 1.47115 -3.26931 -5.20651 -0.24 0.46 2.39
H 2.56131 -2.88166 -3.68137 -2.31 -0.61 -0.97
H -0.33003 -3.97365 -2.95590 2.21 -0.92 -0.36
H 0.76418 -5.27472 -3.84493 0.14 1.70 1.35
H -0.42653 -5.27778 -1.21155 2.16 0.41 0.45
H 0.61385 -4.26081 0.01276 0.25 -1.81 -1.66
H 1.12067 -6.08678 -0.45043 -0.85 2.32 -0.88
H -0.40392 -2.41737 -1.03552 -1.58 1.87 0.74
H -2.27445 -2.18721 -1.04674 2.05 1.30 1.09
H -1.20684 -1.86668 0.57824 -0.30 0.36 -2.45
H -2.52623 1.22425 1.93618 -1.32 -1.19 0.05
H -5.06469 -2.53878 0.20199 1.04 2.26 0.70
H -5.19617 -1.23893 1.61856 1.27 -0.62 -2.23
H -3.51782 -1.98112 1.17165 -2.13 0.84 -1.20
H -2.17277 5.11828 1.28326 0.02 0.92 -1.94
H -3.93902 3.71326 2.01833 -0.47 -0.50 -1.24
H -1.51548 5.12353 -2.16429 2.32 -1.47 0.30
H -0.17052 4.47191 -3.31536 -0.73 -0.18 2.51
H 1.53483 5.60778 -2.11569 -2.02 -0.73 1.75
H 1.31363 4.39046 -0.69362 -1.53 1.98 -0.99
O 0.01157 -3.53874 2.74133 -0.20 0.19 0.75
S -0.66407 -3.81742 3.99117 -0.07 -0.79 0.80
O -0.68528 -2.86692 5.08216 0.26 -0.47 -1.21
O -0.15386 -5.25608 4.56072 -1.25 1.05 -0.78
C 1.24086 -5.47300 4.71508 1.35 -0.14 0.39
C 1.76545 -4.81850 5.97918 -0.02 0.35 0.14
C -2.33463 -4.30128 3.63439 0.04 -0.20 0.01
H 1.79043 -5.12753 3.83306 -0.21 0.03 0.01
H 1.39029 -6.55544 4.78478 -0.37 0.15 -0.14
H 1.72403 -3.72785 5.90255 0.05 -0.14 0.01
H 2.80493 -5.10619 6.16052 -0.14 -0.03 -0.06
H 1.16015 -5.10481 6.84522 0.12 -0.06 -0.15
H -2.32205 -5.06926 2.85872 0.06 0.09 0.14
H -2.87406 -3.42034 3.28092 0.18 0.00 0.11
H -2.79627 -4.67902 4.54879 0.12 0.08 -0.12
O 6.09956 0.49859 -4.83788 -0.67 -0.58 -0.43
S 5.11854 0.23657 -5.86995 0.05 0.45 -1.10
O 4.27359 -0.93804 -5.84701 0.74 0.66 0.43
O 5.84247 0.33174 -7.32642 -0.99 0.52 1.17
C 7.00336 -0.45064 -7.56373 0.95 -0.89 -0.31
C 6.64511 -1.89314 -7.86766 -0.20 -0.27 0.17
C 4.08479 1.66957 -6.04335 0.43 -0.10 -0.13
H 7.69866 -0.38473 -6.72020 -0.19 0.09 0.00
H 7.50877 -0.01730 -8.43302 -0.29 0.21 0.20
H 6.22814 -2.38809 -6.98547 0.08 0.05 -0.11
H 7.53009 -2.45278 -8.18357 -0.07 0.13 0.01
H 5.88838 -1.94783 -8.65680 0.18 0.06 0.05
H 4.71862 2.55406 -6.13019 0.00 -0.18 -0.04
H 3.45730 1.74404 -5.15303 0.34 -0.16 -0.43
H 3.46011 1.54962 -6.93066 0.08 -0.04 0.17
O -8.31116 0.81411 3.72807 -0.17 -0.45 -1.07
S -9.07807 0.46162 2.55171 -0.36 0.33 -0.21
O -8.84308 -0.76443 1.81975 0.23 0.88 0.73
O -9.04761 1.70972 1.50494 -0.64 -0.78 0.90
C -7.79046 2.24016 1.11208 0.99 0.30 -0.49
C -7.13122 1.37441 0.05501 0.10 -0.36 0.00
C -10.80472 0.55377 2.95470 -0.03 0.16 -0.12
H -7.13470 2.37498 1.97875 -0.18 -0.10 0.03
H -7.97960 3.23386 0.69296 -0.27 -0.18 0.21
H -6.83653 0.40555 0.46921 -0.04 0.13 -0.05
H -6.23466 1.86122 -0.33915 -0.13 0.05 0.03
H -7.82155 1.17616 -0.77114 0.10 0.12 0.10
H -11.00221 1.50786 3.44697 0.10 -0.14 -0.10
H -11.03936 -0.27180 3.62949 0.20 0.06 -0.10
H -11.38758 0.46161 2.03617 0.15 0.01 0.11
O 3.90260 0.88599 4.88854 -0.61 0.49 0.80
S 3.39050 1.91302 5.77126 -0.06 0.26 0.23
O 3.29373 1.71876 7.20202 0.10 -0.18 -1.38
O 1.94620 2.42017 5.21341 1.19 0.27 0.08
C 0.93327 1.45615 4.96692 -0.77 -0.80 0.13
C 0.25374 1.02705 6.25364 0.06 -0.15 0.30
C 4.28471 3.41638 5.46714 -0.17 0.11 -0.10
H 1.33722 0.59388 4.42597 0.13 0.11 0.07
H 0.19361 1.92961 4.31301 0.31 0.22 0.01
H 0.94031 0.46057 6.88990 -0.11 0.06 -0.12
H -0.61184 0.39331 6.04078 0.10 0.05 -0.04
H -0.07534 1.89839 6.82883 0.01 -0.09 -0.16
H 4.30276 3.60546 4.39218 -0.04 -0.08 0.16
H 5.30189 3.28698 5.84208 -0.19 -0.15 0.01
H 3.79294 4.23385 5.99802 0.04 -0.17 -0.05
```
Positions in Å, forces in eV/Å.

Values from the calculation:
HOMO-LUMO gap, eV: 6.4
Net charge: +1


Here are the calculated HOMO numbers, same order: -8.95, -11.78 (eV).